Molecular formula: C24H31GeIrN7O2S2Se
Method: DFT, wB97M-V/def2-TZVPD

Values from the calculation:
LUMO (alpha / beta) in Eh: -0.267 / -0.281
Orbital gap (alpha / beta) in hartree: 0.20958 / 0.19615
E_tot in eV: -186275.154
Energy relative to the best compared isomer or geometry (same formula, charge and spin) in kcal per mole: 61.4
Net charge: +2
HOMO level (alpha / beta) in eV: -12.966 / -12.977
2S+1: 2

Element x y z (Å)
Ir1 1.20531 -1.52884 0.37321
Se1 -0.75503 0.91413 2.69068
Ge1 -1.98697 3.92440 2.18508
S1 -0.24321 0.27814 -0.14549
S2 2.88649 0.01635 0.36075
O1 -1.88262 -3.76849 -4.42904
O2 -3.11973 -0.69800 -1.92948
N1 1.95192 -3.61855 0.38830
N2 -2.80111 -1.72593 -4.05841
N3 3.33069 -6.00426 0.64152
N4 2.55469 -3.32531 3.90489
N5 0.99166 -1.75298 -1.64647
N6 2.09943 -2.22924 4.53538
N7 1.49723 -1.94859 2.48375
C1 2.13149 -4.42378 -0.66171
C2 -0.22772 -2.03622 -2.13585
C3 -2.84652 -0.49924 -3.30854
C4 0.36072 2.47331 -1.60510
C5 -2.35623 -0.11734 2.31213
C6 -2.67770 5.32562 3.33718
C7 0.86798 1.44030 -0.80191
C8 1.48057 -1.40884 3.69594
C9 2.01884 -1.56746 -2.48791
C10 1.85868 -1.66164 -3.85652
C11 2.80837 -5.62571 -0.52080
C12 2.44472 -4.01950 1.56324
C13 2.21907 1.37255 -0.52549
C14 2.18441 -3.12317 2.67424
C15 0.60959 -1.97455 -4.36677
C16 -1.60233 2.44041 3.49773
C17 1.20709 3.45089 -2.08011
C18 -1.78762 -2.63538 -4.02364
C19 3.15437 -5.20574 1.68472
C20 2.56228 3.41884 -1.73864
C21 -0.26338 4.31730 1.36649
C22 3.06835 2.38021 -0.97817
C23 -0.45413 -2.16139 -3.48982
C24 -3.26859 3.20670 0.90411
H1 1.72351 -4.11608 -1.61260
H2 -1.91491 5.62500 4.05521
H3 0.37617 4.85780 2.06481
H4 3.58207 -5.50149 2.63438
H5 -0.91696 2.84118 4.24421
H6 -2.52222 2.11257 3.98100
H7 -0.40052 4.94444 0.48466
H8 0.45668 -2.09041 -5.43240
H9 2.24994 -2.12151 5.52808
H10 -0.69774 2.49373 -1.83853
H11 -4.04516 -0.94271 -1.82143
H12 -3.55573 4.97318 3.87738
H13 2.97616 -1.33636 -2.04007
H14 3.22143 4.20767 -2.07473
H15 -2.13058 -0.83213 1.52525
H16 2.70724 -1.50574 -4.50701
H17 -2.96214 6.20025 2.75230
H18 0.24721 3.40348 1.05797
H19 -4.18127 2.87994 1.40327
H20 -3.66275 -2.08747 -4.44536
H21 -2.84899 2.37623 0.33252
H22 4.12475 2.33488 -0.74176
H23 0.81987 4.24111 -2.70830
H24 -1.87203 -0.01585 -3.34469
H25 2.93889 -6.29289 -1.36291
H26 -2.66480 -0.63814 3.21522
H27 1.03890 -0.46961 3.97280
H28 -3.54362 3.99447 0.20096
H29 -1.03726 -2.14809 -1.42562
H30 -3.59013 0.15027 -3.76759
H31 -3.13707 0.56326 1.98349

Atoms 1-2, force components in eV/Å:
-1.21 -1.04 -0.47
-0.22 -0.03 -0.04